# C3H3O2P

A cluster of 2 separate species, C3H3O2P in total (ωB97M-V/def2-TZVPD, the OMol25 dataset).

Bonds (Å) are listed after each position.
Element x y z (Å)
1 P -1.29045 2.27091 -0.58879  C4 1.767
2 O 2.21442 -0.45175 1.09486  C6 1.137
3 O 1.93066 -0.81971 -1.12632  C6 1.133
4 C -1.11432 0.51263 -0.62635  P1 1.767, C5 1.343, H9 1.132
5 C -0.91838 -0.03085 0.58652  C4 1.343, H7 1.059, H8 1.127
6 C 2.08015 -0.65789 -0.01534  O2 1.137, O3 1.133
7 H -0.98871 -1.08723 0.57019  C5 1.059
8 H -0.93885 0.46661 1.59757  C5 1.127
9 H -0.97453 -0.20273 -1.49234  C4 1.132

Properties
electronic energy: -607.85470 Ha
LUMO level (spin up / spin down): -1.0542 / -1.2196 eV
HOMO level (spin up / spin down): -7.91 / -8.29 eV
HOMO-LUMO gap (spin up / spin down): 0.252 / 0.260 Ha
ΔE to the lowest compared entry with this formula, charge and spin: 47.7 kcal/mol